Below is 10 unconnected molecules or ions with the total composition C38H56O30, with properties calculated with ωB97M-V with the def2-TZVPD basis set.

Geometry (Å):
C 4.23 -4.26 -1.32
C 4.69 -3.28 -0.26
O 5.85 -3.83 0.16
C 6.30 -4.72 -0.78
O 7.47 -5.22 -0.82
O 5.37 -4.91 -1.72
H 3.77 -3.70 -2.13
H 3.46 -4.89 -0.86
H 3.95 -3.18 0.53
H 4.85 -2.26 -0.61
C -1.22 0.68 -0.81
C 0.09 0.18 -0.30
O 0.12 -1.20 -0.66
C -1.17 -1.64 -0.83
O -1.49 -2.78 -1.17
O -2.04 -0.46 -0.81
H -1.08 1.24 -1.73
H -1.68 1.27 -0.02
H 0.22 0.38 0.76
H 0.96 0.68 -0.75
C -7.06 5.61 -2.74
C -6.21 4.98 -1.68
C -5.54 5.91 -0.66
O -6.17 5.45 0.58
C -6.96 4.42 0.35
O -7.47 3.74 1.23
O -7.10 4.15 -0.96
H -7.49 6.53 -2.34
H -7.88 4.94 -3.00
H -6.47 5.88 -3.62
H -5.44 4.32 -2.08
H -5.69 6.96 -0.90
H -4.47 5.71 -0.67
C 2.16 -0.68 -6.10
C 3.02 0.60 -6.42
C 3.55 0.88 -7.77
O 3.19 2.20 -8.12
C 2.27 2.62 -7.25
O 1.63 3.67 -7.44
O 2.09 1.65 -6.30
H 2.79 -1.54 -6.33
H 1.29 -0.77 -6.75
H 1.84 -0.74 -5.06
H 3.86 0.73 -5.74
H 3.24 0.14 -8.51
H 4.64 0.86 -7.77
C -5.80 -6.70 0.71
C -7.03 -7.44 1.21
C -7.84 -8.19 0.13
O -7.93 -9.49 0.72
C -7.19 -9.63 1.88
O -7.06 -10.61 2.58
O -6.61 -8.44 2.19
H -4.88 -7.29 0.64
H -5.43 -6.01 1.46
H -5.84 -6.06 -0.17
H -7.76 -6.84 1.75
H -7.35 -8.07 -0.83
H -8.86 -7.81 0.12
C 1.74 5.87 4.36
C 3.24 6.27 4.59
C 3.40 7.74 4.98
O 4.00 7.65 6.26
C 4.31 6.37 6.65
O 4.91 6.05 7.69
O 3.65 5.53 5.69
H 1.14 6.17 5.22
H 1.65 4.79 4.39
H 1.34 6.32 3.45
H 3.81 6.11 3.67
H 2.39 8.15 4.99
H 4.12 8.29 4.37
C 0.04 -8.21 -5.32
C -1.20 -9.10 -5.18
C -2.17 -8.80 -4.10
O -3.32 -8.34 -4.85
C -3.21 -8.67 -6.13
O -4.20 -8.73 -6.90
O -1.97 -8.98 -6.39
H 0.68 -8.03 -4.46
H -0.23 -7.21 -5.66
H 0.69 -8.38 -6.17
H -0.85 -10.13 -5.15
H -1.83 -8.01 -3.43
H -2.36 -9.70 -3.52
C 8.59 2.72 4.12
C 8.02 1.27 4.33
C 7.46 0.94 5.72
O 6.06 0.97 5.56
C 5.74 1.04 4.27
O 4.66 1.13 3.81
O 6.85 1.01 3.56
H 9.48 2.74 4.76
H 8.00 3.62 4.29
H 8.83 2.79 3.06
H 8.58 0.39 4.03
H 7.82 1.63 6.48
H 7.85 -0.05 5.93
C 4.94 4.08 -1.57
C 4.07 5.31 -1.62
C 4.38 6.28 -2.70
O 3.06 6.67 -3.26
C 2.21 5.76 -2.82
O 1.03 5.76 -3.05
O 2.85 4.86 -2.06
H 4.56 3.44 -0.78
H 5.97 4.31 -1.29
H 4.93 3.63 -2.57
H 4.11 5.88 -0.69
H 4.93 5.73 -3.47
H 5.07 7.04 -2.33
C -6.25 1.69 6.78
C -5.75 0.22 6.55
C -6.43 -0.43 5.36
O -5.40 -1.03 4.61
C -4.20 -0.49 5.00
O -3.12 -0.65 4.46
O -4.37 0.31 6.13
H -6.26 2.15 5.79
H -5.51 2.32 7.28
H -7.26 1.79 7.17
H -5.76 -0.48 7.38
H -7.14 0.14 4.77
H -7.04 -1.26 5.71

LUMO level	-0.32	eV
ΔE to the lowest compared entry with this formula, charge and spin	616.0	kJ/mol
structure (SMILES)	C[C@H]1COC(=O)O1.C[C@H]1COC(=O)O1.C[C@H]1COC(=O)O1.C[C@H]1COC(=O)O1.C[C@H]1COC(=O)O1.C[C@H]1COC(=O)O1.C[C@H]1COC(=O)O1.C[C@H]1COC(=O)O1.O=C1OCCO1.O=C1OCCO1


Below is a gas-phase ion, C5H10N3OS (charge +1), with properties calculated with ωB97M-V with the def2-TZVPD basis set.

Geometry (Å):
C -1.20 -0.71 -0.99
C 0.48 0.69 -0.31
C -0.37 1.02 -2.59
C -0.26 0.49 2.04
C 1.36 -1.09 1.15
N -0.88 -1.03 0.32
N -0.35 0.36 -1.31
N 0.17 -0.27 0.85
O -2.01 -1.21 -1.69
S 1.62 1.82 -0.19
H -0.74 2.04 -2.48
H 0.64 1.05 -3.01
H -1.04 0.46 -3.24
H -0.46 -0.18 2.86
H 0.53 1.19 2.32
H -1.16 1.06 1.80
H 1.15 -1.76 1.98
H 1.63 -1.68 0.27
H 2.19 -0.43 1.41
H -1.28 -1.81 0.81

net charge	+1
LUMO level (spin up / spin down)	-2.86 / -7.64	eV
ΔE to the lowest compared entry with this formula, charge and spin	0.0	kJ/mol
spin multiplicity	3
expectation value of S²	2.006


Below is a molecular structure, FNO4S2, with properties calculated with ωB97M-V with the def2-TZVPD basis set.

Geometry (Å):
N 0.10 0.24 1.11
O 2.05 1.07 -0.38
O 1.70 -1.31 -0.43
O -2.22 0.96 0.39
O -0.71 0.26 -1.34
F -1.71 -1.34 0.17
S 1.75 -0.10 0.45
S -0.96 0.23 0.04

net charge	-2
LUMO level	6.44	eV
ΔE to the lowest compared entry with this formula, charge and spin	0.0	kJ/mol